# C29H85BN30O20P

A 16-piece molecular cluster, C29H85BN30O20P overall (ωB97M-V/def2-TZVPD, the Open Molecules 2025 dataset).

Computed properties:
multiplicity = 1
highest occupied orbital energy = -4.612 eV
HOMO-LUMO gap = 0.2229 Ha
charge = -1

Atoms and positions in Å:
C (3.591, -0.829, 0.821)
C (3.586, -0.009, -0.452)
C (4.068, -0.505, -1.673)
C (4.070, 0.315, -2.808)
C (3.597, 1.649, -2.801)
C (3.661, 2.513, -4.054)
C (4.575, 1.915, -5.160)
C (4.276, 3.910, -3.668)
C (3.071, 2.100, -1.577)
O (2.524, 3.346, -1.422)
C (1.088, 3.308, -1.259)
C (0.354, 2.081, -1.799)
C (0.092, 2.028, -3.321)
O (-0.855, 0.957, -3.438)
P (-1.941, 1.063, -2.078)
C (-3.180, 2.306, -2.930)
B (-3.723, 1.748, -4.291)
O (-2.975, 1.559, -5.458)
O (-5.088, 1.418, -4.375)
O (-0.999, 2.300, -1.299)
C (3.090, 1.284, -0.449)
H (3.027, -1.755, 0.717)
H (3.247, -0.228, 1.669)
H (4.618, -1.124, 1.044)
H (4.456, -1.521, -1.694)
H (4.483, -0.118, -3.713)
H (2.689, 2.699, -4.521)
H (5.432, 1.403, -4.710)
H (4.981, 2.718, -5.780)
H (4.017, 1.252, -5.830)
H (4.758, 4.386, -4.522)
H (3.465, 4.524, -3.270)
H (4.967, 3.739, -2.836)
H (0.809, 3.496, -0.214)
H (0.691, 4.165, -1.828)
H (0.581, 1.100, -1.369)
H (0.933, 1.752, -3.956)
H (-0.471, 2.938, -3.577)
H (-2.712, 0.003, -2.766)
H (-2.923, 0.921, -1.008)
H (-1.261, -0.041, -1.417)
H (-2.746, 3.313, -3.090)
H (-4.035, 2.387, -2.244)
H (-2.655, 0.644, -5.515)
H (-5.227, 0.938, -5.197)
H (2.683, 1.652, 0.492)
C (0.428, 5.025, 2.552)
O (1.359, 4.333, 2.150)
N (-0.853, 4.753, 2.174)
N (0.594, 6.090, 3.378)
H (-1.651, 5.286, 2.475)
H (-0.991, 3.957, 1.571)
H (1.530, 6.309, 3.664)
H (-0.163, 6.660, 3.705)
C (4.091, -4.257, 1.714)
O (4.712, -3.403, 1.097)
N (2.969, -4.849, 1.216)
N (4.436, -4.682, 2.962)
H (2.436, -5.537, 1.718)
H (2.663, -4.575, 0.301)
H (5.252, -4.284, 3.384)
H (3.891, -5.367, 3.456)
C (-3.388, 6.297, -0.296)
O (-3.484, 7.182, 0.548)
N (-4.212, 6.227, -1.383)
N (-2.457, 5.313, -0.216)
H (-4.148, 5.508, -2.081)
H (-4.913, 6.937, -1.474)
H (-1.833, 5.328, 0.572)
H (-2.359, 4.572, -0.896)
C (-1.091, -1.954, -5.255)
O (-1.642, -0.900, -5.493)
N (-0.496, -2.182, -4.053)
N (-1.022, -2.979, -6.167)
H (-0.027, -3.033, -3.814)
H (-0.537, -1.431, -3.378)
H (-1.452, -2.826, -7.059)
H (-0.569, -3.853, -5.986)
C (-9.162, 0.530, -3.534)
O (-10.324, 0.344, -3.866)
N (-8.468, -0.357, -2.761)
N (-8.456, 1.634, -3.905)
H (-7.512, -0.221, -2.483)
H (-8.950, -1.184, -2.468)
H (-8.925, 2.309, -4.476)
H (-7.496, 1.794, -3.642)
C (1.751, -7.518, 4.437)
O (2.490, -6.682, 3.944)
N (0.624, -7.946, 3.808)
N (1.996, -8.083, 5.657)
H (-0.002, -8.627, 4.191)
H (0.413, -7.535, 2.915)
H (2.819, -7.783, 6.144)
H (1.401, -8.768, 6.081)
C (7.686, 0.983, -7.200)
O (7.196, 2.073, -7.421)
N (8.260, 0.666, -6.000)
N (7.701, -0.020, -8.134)
H (8.666, -0.226, -5.795)
H (8.261, 1.377, -5.292)
H (7.285, 0.179, -9.024)
H (8.097, -0.925, -7.972)
C (1.057, 0.021, 3.691)
O (-0.097, -0.236, 3.348)
N (1.789, -0.830, 4.457)
N (1.691, 1.170, 3.327)
H (2.726, -0.643, 4.752)
H (1.348, -1.682, 4.748)
H (1.186, 1.828, 2.757)
H (2.630, 1.388, 3.597)
C (-0.941, -0.016, 6.953)
O (0.271, -0.205, 6.896)
N (-1.746, -0.080, 5.864)
N (-1.578, 0.276, 8.130)
H (-2.736, 0.067, 5.903)
H (-1.309, -0.293, 4.977)
H (-1.011, 0.336, 8.954)
H (-2.566, 0.430, 8.202)
C (1.220, -7.297, -1.209)
O (1.406, -6.293, -0.547)
N (0.400, -7.314, -2.302)
N (1.818, -8.491, -0.911)
H (0.233, -8.128, -2.861)
H (-0.055, -6.454, -2.545)
H (2.429, -8.509, -0.115)
H (1.681, -9.329, -1.440)
C (-2.621, -1.957, 11.433)
O (-3.002, -0.809, 11.572)
N (-2.910, -2.940, 12.346)
N (-1.880, -2.364, 10.360)
H (-2.608, -3.890, 12.254)
H (-3.453, -2.675, 13.146)
H (-1.649, -1.668, 9.668)
H (-1.560, -3.304, 10.230)
C (-4.866, -1.721, 7.499)
O (-3.940, -0.939, 7.346)
N (-4.967, -2.516, 8.602)
N (-5.866, -1.860, 6.582)
H (-5.715, -3.165, 8.752)
H (-4.242, -2.433, 9.294)
H (-5.818, -1.288, 5.759)
H (-6.633, -2.495, 6.688)
C (3.629, 6.960, -0.002)
O (4.575, 7.716, -0.180)
N (3.505, 6.185, 1.115)
N (2.619, 6.827, -0.913)
H (2.734, 5.553, 1.281)
H (4.234, 6.256, 1.798)
H (2.681, 7.376, -1.748)
H (1.838, 6.210, -0.790)
C (-3.450, 1.287, -9.477)
O (-2.267, 1.026, -9.611)
N (-4.327, 1.238, -10.537)
N (-4.007, 1.645, -8.288)
H (-5.304, 1.446, -10.459)
H (-3.953, 0.978, -11.429)
H (-3.411, 1.699, -7.470)
H (-4.980, 1.858, -8.183)
C (-0.274, -3.183, 2.918)
O (-0.531, -4.380, 2.998)
N (-1.183, -2.212, 3.239)
N (0.931, -2.710, 2.506)
H (-0.988, -1.226, 3.175)
H (-2.086, -2.514, 3.547)
H (1.642, -3.378, 2.249)
H (1.143, -1.730, 2.442)